Density functional theory data (ωB97M-V/def2-TZVPD) for 2 unconnected molecules or ions with the total composition C8H11F8IN4O3P2 in a non-equilibrium geometry.

Last column: Löwdin charge in e.
Positions of all 37 atoms, in Å:
C  3.2534  -0.3411  2.3090  -0.15
C  2.5877  -1.7137  1.6984  -0.26
C  2.4455  -1.7412  0.0632  -0.19
C  1.5782  -0.4122  -0.4644  -0.09
C  0.0484  -0.6343  0.0815  -0.05
N  -0.7501  -1.8266  -0.4360  0.21
C  -2.0208  -1.6267  0.3610  -0.11
N  -3.1865  -2.6197  0.2463  0.10
C  -3.3763  -3.0924  1.7032  -0.16
O  -2.4093  -3.9162  2.1592  0.05
F  -4.4964  -2.6433  2.5685  0.04
C  -4.4109  -1.8876  -0.2571  -0.17
O  -4.9790  -2.3817  -1.3889  0.07
F  -4.9995  -0.6575  0.3504  0.02
N  -2.0466  -0.4259  1.2989  0.15
N  -0.7905  0.1341  1.0924  -0.31
P  -0.2182  1.6301  1.9454  0.58
O  -1.1626  1.8811  3.4263  -0.41
I  -0.7453  3.4740  0.3307  0.49
H  2.4642  0.5430  2.4442  0.03
H  4.1434  0.0162  1.6371  0.09
H  3.6379  -0.5802  3.4082  0.09
H  3.2605  -2.6458  2.0110  0.12
H  1.5515  -1.8586  2.2520  0.11
H  3.4502  -1.8880  -0.5190  0.13
H  1.7696  -2.6904  -0.1927  0.10
H  1.5530  -0.3486  -1.6557  0.16
H  2.0322  0.5879  -0.0213  0.12
H  -0.4898  -2.5717  -1.1380  0.19
H  -1.1971  2.8957  3.5346  0.07
F  1.1247  4.7286  -2.9540  -0.17
P  0.5005  3.9059  -4.1207  -0.05
F  0.7350  4.2282  -5.6274  -0.15
F  -0.8036  3.1633  -4.5411  -0.15
F  1.9330  3.3867  -4.4465  -0.15
F  -0.3411  5.2148  -4.0299  -0.15
F  0.3548  2.7135  -3.1284  -0.20

Force components x, y, z for each atom (eV/Å):
-0.1268 -0.1366 0.5144
0.5191 -0.1374 0.4256
-1.5033 -0.4322 0.3833
-0.1640 -0.1577 0.3539
-1.4995 -0.8499 -0.0188
-1.9424 5.7875 5.4473
0.9634 2.1449 1.1685
-0.9923 3.6751 3.4922
5.1716 -4.6421 3.7741
-7.5220 6.1754 -3.0147
3.7225 -1.3887 -3.7103
-4.9392 -1.4226 -7.4573
4.1722 3.9566 8.7817
2.6606 -4.3899 -1.5305
2.0833 -5.3627 -5.3107
0.3090 -4.2485 -3.7168
0.5922 1.9485 1.8229
0.9803 1.0087 -2.8732
-0.0799 -1.0653 0.6396
1.7148 -1.9860 -0.5468
-1.6580 -0.6235 1.3908
-0.6762 0.5329 -2.4586
-1.4556 2.0610 -0.7030
1.9280 0.1593 -1.4096
-1.9046 0.6835 1.2569
1.5867 1.9026 0.4343
-0.1605 -0.0314 2.6845
-1.1770 -2.1123 -0.9807
-0.4312 1.2569 1.1325
-0.1109 -2.0715 -0.3315
4.3594 0.5786 3.9595
0.0125 0.6994 -1.1621
-1.8176 2.7385 -4.4874
-4.0922 -0.7866 -3.7473
4.4960 -3.2465 1.8679
-4.7168 2.7232 -1.4538
1.6983 -2.9409 5.3831

Density functional theory data (ωB97M-V/def2-TZVPD) for C25H25NO4 in the gas phase in a non-equilibrium geometry.

Last column: Löwdin charge in e.
Positions of all 55 atoms, in Å:
C  -4.7427  1.0244  -0.9518  -0.06
C  -3.5161  1.7992  -1.3490  -0.20
O  -2.4119  0.8999  -1.0286  -0.03
C  -1.2119  1.4866  -1.1799  -0.41
O  -1.2065  2.6664  -1.5090  0.07
C  -0.0398  0.5499  -0.8667  -0.08
C  1.2296  1.1097  -1.6402  -0.12
C  1.3423  2.4053  -2.2182  0.00
C  2.4244  2.7641  -3.0269  0.02
C  3.4265  1.8243  -3.3079  -0.16
N  4.5863  2.2361  -4.0575  -0.31
O  5.5008  1.4012  -4.2525  0.05
O  4.6624  3.4151  -4.4778  0.05
C  3.3284  0.5297  -2.7763  0.01
C  2.2245  0.1715  -1.9980  -0.03
C  -0.0775  0.2566  0.6332  -0.16
C  -1.3985  -0.4448  1.0965  -0.18
C  -2.4093  0.3172  1.7120  -0.04
C  -3.6107  -0.2716  2.1030  -0.06
C  -3.8288  -1.6485  1.9349  -0.27
C  -5.1715  -2.2577  2.2492  -0.05
C  -2.7914  -2.4105  1.3975  -0.03
C  -1.5868  -1.8221  0.9924  -0.05
C  1.1739  -0.4043  1.1878  -0.17
C  2.3692  0.3117  1.0401  -0.05
C  3.6021  -0.2626  1.3307  -0.03
C  3.6679  -1.5417  1.9037  -0.28
C  5.0047  -2.1753  2.1640  -0.06
C  2.4723  -2.1848  2.2370  -0.04
C  1.2439  -1.5965  1.9377  -0.03
H  -5.6527  1.5170  -1.3176  0.08
H  -4.6826  -0.0021  -1.3437  0.09
H  -4.7804  0.9617  0.1467  0.06
H  -3.4576  2.0010  -2.4271  0.13
H  -3.3987  2.7394  -0.7927  0.13
H  -0.2855  -0.3681  -1.4469  0.17
H  0.5251  3.1279  -2.1494  0.10
H  2.4656  3.7574  -3.4641  0.12
H  4.1074  -0.1878  -3.0135  0.12
H  2.0838  -0.8841  -1.7386  0.13
H  -0.1037  1.2116  1.1829  0.15
H  -2.2041  1.3723  1.9625  0.13
H  -4.3877  0.3527  2.5534  0.12
H  -5.1045  -3.3418  2.3641  0.07
H  -5.6054  -1.8486  3.1658  0.08
H  -5.8972  -2.0648  1.4477  0.08
H  -2.9019  -3.4911  1.3320  0.11
H  -0.7510  -2.4493  0.6821  0.11
H  2.3463  1.3472  0.6985  0.12
H  4.5375  0.2681  1.1199  0.12
H  4.9502  -3.2697  2.1944  0.08
H  5.7000  -1.8809  1.3726  0.08
H  5.4407  -1.8335  3.1121  0.08
H  2.4743  -3.1404  2.7643  0.11
H  0.3266  -2.0423  2.3153  0.10

Force components x, y, z for each atom (eV/Å):
-0.3256 -0.1081 0.3003
0.1039 -0.4820 -0.0415
0.4894 0.2580 -0.4597
-1.3730 1.2937 -0.2053
0.5956 -1.2268 0.5977
-0.1101 0.7998 -2.4404
0.0489 -0.2676 -0.4215
-0.0224 -0.2297 -0.0018
0.1898 -0.6752 -0.0147
-1.1692 0.0459 1.3587
2.6271 0.7344 -1.6295
-1.9108 1.3673 0.4880
-0.5090 -2.3098 0.9574
-0.0411 0.2279 -0.2862
-0.2130 0.2864 -0.2067
-0.6365 -0.1855 2.1570
0.4520 0.3165 0.1366
0.3784 -0.2143 0.3348
0.3071 -0.0170 0.0446
0.0447 0.3603 -0.3968
-0.1272 -0.0752 0.0846
0.2073 0.1424 0.1150
-0.2419 0.1301 0.0156
0.7283 -0.1123 0.5487
0.3541 -0.1288 -0.0985
-0.0992 -0.3009 0.3570
-0.2148 0.0020 -0.2107
0.2654 -0.0217 0.0412
-0.0510 0.4573 0.1240
-0.1143 0.3480 -0.4879
0.1971 -0.1598 0.0786
-0.1441 0.3570 0.0458
-0.1503 -0.0312 -0.4521
-0.1045 0.1025 0.3198
-0.0492 -0.3246 -0.2372
0.1259 0.2540 0.6221
0.6972 -0.4155 0.3454
0.0671 -0.2164 0.0899
-0.1753 0.0569 0.0309
0.2578 0.4745 0.1906
-0.0373 0.0890 -0.4531
-0.2772 -0.4978 -0.4085
0.2237 -0.2365 -0.0729
0.0439 0.0815 0.0006
0.1171 -0.0065 -0.0553
0.2097 0.0144 0.0694
-0.0257 0.1562 -0.0669
-0.4841 0.1041 -0.3377
-0.0340 -0.3355 -0.1914
-0.4220 -0.0811 0.1226
-0.0322 0.2429 -0.0154
0.0134 -0.1472 0.1040
-0.1390 -0.0682 -0.1322
0.1317 0.2571 -0.1109
0.3572 -0.0848 -0.2460

Its SMILES is CCOC(=O)[C@@H](c1ccc([N+](=O)[O-])cc1)C(c1ccc(C)cc1)c1ccc(C)cc1. For the energy above the lowest of the compared OMol25 structures with the same formula, charge and spin, the calculation gives 416.6 kJ/mol.

Record order is preserved below.
Orbital gap: 6.163 8.242 eV
Record order is preserved below.
Molecular weight: 552.0 403.5 g/mol